## i
C7H12 | ωB97M-V with the def2-TZVPD basis set

Calculated values
Multiplicity = 1
Charge = 0

Geometry (Å):
C1 0.61 0.90 -1.73
C2 1.10 0.30 -0.41
C3 0.61 1.02 0.87
C4 0.00 -0.23 1.49
C5 -1.83 -0.44 -0.01
C6 0.84 -1.38 1.36
C7 0.51 -1.05 0.01
H1 -0.46 1.10 -1.71
H2 1.13 1.85 -1.92
H3 0.82 0.22 -2.57
H4 2.19 0.19 -0.45
H5 1.39 1.46 1.49
H6 -0.15 1.78 0.63
H7 -0.86 -0.23 2.15
H8 -1.87 -0.55 -1.10
H9 -2.29 0.49 0.31
H10 -2.27 -1.31 0.49
H11 0.46 -2.32 1.76
H12 0.08 -1.79 -0.67

## ii
C7H12 | ωB97M-V with the def2-TZVPD basis set

Calculated values
Multiplicity = 1
Charge = 0

Geometry (Å):
C1 2.78 0.37 -0.63
C2 1.30 0.05 -0.90
C3 0.63 0.18 0.41
C4 -0.59 1.07 0.38
C5 -1.83 0.23 0.69
C6 -2.05 -0.99 -0.16
C7 -1.41 -1.13 1.19
H1 3.33 0.42 -1.57
H2 3.24 -0.38 0.02
H3 2.86 1.34 -0.13
H4 0.89 0.71 -1.67
H5 1.23 -0.99 -1.29
H6 -0.31 -1.13 1.29
H7 -0.72 1.63 -0.56
H8 -0.44 1.79 1.20
H9 -2.71 0.74 1.07
H10 -3.07 -1.35 -0.24
H11 -1.48 -1.11 -1.09
H12 -1.93 -1.65 1.98

Decreasing stability: ii, i

## i
C7H12 | ωB97M-V with the def2-TZVPD basis set

Calculated values
Multiplicity = 1
Charge = 0

Geometry (Å):
C1 -2.09 -0.19 -0.41
C2 -1.01 0.67 0.21
C3 -0.10 -0.18 1.20
C4 1.34 0.32 0.88
C5 2.40 -0.77 0.70
C6 0.78 0.96 -0.31
C7 -0.16 1.43 -1.00
H1 -1.65 -0.98 -1.03
H2 -2.69 -0.66 0.38
H3 -2.75 0.41 -1.04
H4 -1.44 1.51 0.76
H5 -0.39 -0.06 2.24
H6 -0.17 -1.24 0.93
H7 1.68 1.06 1.61
H8 2.06 -1.51 -0.03
H9 2.59 -1.27 1.65
H10 3.34 -0.34 0.34
H11 -0.74 0.60 -3.24
H12 -0.98 0.26 -3.85

## ii
C7H12 | ωB97M-V with the def2-TZVPD basis set

Calculated values
Multiplicity = 1
Structure (SMILES) = C=C/C(=C/C)CC
Charge = 0

Geometry (Å):
C1 -1.70 0.15 -1.33
C2 -0.27 -0.50 -1.47
C3 0.69 -0.12 -0.29
C4 0.69 -0.87 0.84
C5 -0.51 -1.70 1.12
C6 1.05 1.94 1.21
C7 0.78 1.29 -0.03
H1 -1.54 1.07 -0.70
H2 -2.52 -0.54 -0.94
H3 -2.06 0.34 -2.37
H4 0.22 -0.27 -2.41
H5 -0.40 -1.53 -1.62
H6 1.44 -0.79 1.61
H7 -0.69 -2.32 0.23
H8 -1.51 -1.31 1.41
H9 -0.31 -2.22 2.08
H10 0.94 1.39 2.14
H11 1.45 3.00 1.10
H12 0.62 1.98 -0.85

Decreasing stability: ii, i

## i
C2H4N4O | ωB97M-V with the def2-TZVPD basis set

Calculated values
Multiplicity = 1
Structure (SMILES) = NC1=N[NH2+]C([O-])=N1
Charge = 0

Geometry (Å):
N1 -0.78 0.65 1.85
C1 -0.27 0.24 0.67
N2 0.59 0.99 0.00
N3 0.79 0.18 -1.17
C2 0.04 -1.20 -0.89
O1 0.32 -2.08 -1.66
N4 -0.64 -0.99 0.21
H1 -0.64 1.60 2.15
H2 -1.54 0.12 2.24
H3 0.43 0.66 -1.99
H4 1.74 -0.13 -1.37

## ii
C2H4N4O | ωB97M-V with the def2-TZVPD basis set

Calculated values
Multiplicity = 1
Structure (SMILES) = C/N=c1/nno[nH]1
Charge = 0

Geometry (Å):
C1 -1.17 -2.23 -0.03
C2 -0.32 0.03 -0.39
H1 -0.14 -2.43 -0.03
H2 -2.20 -2.90 -0.34
H3 -1.25 -2.01 1.22
H4 0.03 -0.32 1.57
N1 -1.24 -0.89 -0.67
N2 -0.16 1.39 -0.59
N3 0.82 1.79 -0.04
N4 0.66 -0.37 0.54
O1 1.49 0.92 0.67

Decreasing stability: i, ii

## i
C4H2O2 | ωB97M-V with the def2-TZVPD basis set

Calculated values
Multiplicity = 1
Structure (SMILES) = O=C=C=C=CO
Charge = 0

Geometry (Å):
O1 2.73 -0.64 -1.61
C1 1.73 -0.85 -1.02
C2 0.52 -1.01 -0.57
C3 -0.48 -0.67 0.17
C4 -1.21 0.17 0.88
O2 -1.12 1.49 0.48
H1 -0.32 1.55 -0.07
H2 -1.85 -0.03 1.74

## ii
C4H2O2 | ωB97M-V with the def2-TZVPD basis set

Calculated values
Multiplicity = 1
Charge = 0

Geometry (Å):
C1 -1.31 -0.36 0.01
C2 -0.53 0.86 0.43
C3 0.75 -0.20 -0.01
C4 1.80 -0.63 -0.43
O1 -1.93 -1.29 -0.27
O2 -1.13 1.57 -0.44
H1 -0.41 0.98 1.50
H2 2.76 -0.93 -0.78

Decreasing stability: i, ii

## i
C4H2O2 | ωB97M-V with the def2-TZVPD basis set

Calculated values
Multiplicity = 1
Structure (SMILES) = O=CC#CC=O
Charge = 0

Geometry (Å):
O1 -3.01 -0.09 0.43
C1 -1.83 -0.32 0.37
C2 -0.75 0.51 -0.15
C3 0.43 0.71 -0.39
C4 1.83 0.30 -0.36
O2 2.06 -0.89 -0.33
H1 -1.37 -1.27 0.73
H2 2.63 1.05 -0.31

## ii
C4H2O2 | ωB97M-V with the def2-TZVPD basis set

Calculated values
Multiplicity = 1
Charge = 0

Geometry (Å):
O1 -1.68 1.07 0.51
C1 -1.38 0.02 0.01
C2 0.40 -1.61 -0.60
C3 0.03 -0.39 -0.28
C4 1.28 0.40 -0.05
O2 2.31 0.06 -0.57
H1 -2.14 -0.74 -0.26
H2 1.23 1.24 0.67

## iii
C4H2O2 | ωB97M-V with the def2-TZVPD basis set

Calculated values
Multiplicity = 1
Charge = 0

Geometry (Å):
C1 -0.47 -1.52 0.05
C2 -1.31 -0.55 0.11
C3 -1.78 0.54 -0.19
C4 2.28 0.57 -0.34
O1 -2.11 1.64 0.13
O2 2.43 1.59 0.17
H1 1.30 0.04 -0.52
H2 -0.34 -2.30 0.59

## iv
C4H2O2 | ωB97M-V with the def2-TZVPD basis set

Calculated values
Multiplicity = 1
Charge = 0

Geometry (Å):
O1 1.34 -1.22 0.04
C1 1.31 -0.20 0.67
C2 0.09 0.45 1.42
C3 -0.58 0.52 0.39
C4 -1.28 0.12 -0.81
O2 -2.35 0.56 -1.13
H1 2.19 0.45 0.78
H2 -0.72 -0.67 -1.36

Decreasing stability: i, iv, ii, iii

## i
C2H2Cl4Si | ωB97M-V with the def2-TZVPD basis set

Calculated values
Multiplicity = 1
Charge = 0

Geometry (Å):
C1 1.61 -0.57 0.37
C2 2.34 0.17 -0.37
Si1 -2.49 -0.03 0.06
Cl1 3.99 0.75 0.13
Cl2 -3.32 0.86 1.66
Cl3 -2.61 1.15 -1.57
Cl4 -3.29 -1.84 -0.27
H1 1.64 -1.03 1.33
H2 2.12 0.54 -1.35

## ii
C2H2Cl4Si | ωB97M-V with the def2-TZVPD basis set

Calculated values
Multiplicity = 1
Charge = 0

Geometry (Å):
C1 -0.63 0.07 1.27
C2 -0.20 -1.11 1.59
Si1 0.47 0.98 -1.69
Cl1 -0.53 -1.83 3.22
Cl2 2.37 1.01 -1.14
Cl3 0.19 -0.65 -3.03
Cl4 -0.39 2.63 -2.44
H1 -1.48 0.66 1.43
H2 0.20 -1.76 0.80

Decreasing stability: i, ii